[1]
10
Properties=species:S:1:pos:R:3 method="wB97M-V/def2-TZVPD" orbital_gap_ev=10.5 energy_ev=-24079.3975 relative_energy_kj_mol=256.3 e_homo_ev=-11.4 lumo_energy_ev=-0.89
N 0.11218 -0.59442 -0.22383
O 0.68820 -0.47112 1.05190
S 0.45201 1.04577 1.61728
O 1.38181 1.94243 1.02819
O -0.93806 1.33861 1.54843
N 0.94545 0.64283 3.36657
O 0.07869 0.12812 3.99225
O 2.07323 0.89425 3.63286
H 0.57733 0.06818 -0.84460
H -0.87453 -0.34597 -0.14136

[2]
11
Properties=species:S:1:pos:R:3 method="wB97M-V/def2-TZVPD" orbital_gap_ev=6.7 energy_ev=-34918.9613 charge=-2 relative_energy_kj_mol=0.0 e_homo_ev=-0.6 lumo_energy_ev=6.11
N 0.53946 -0.85196 -1.41544
N 1.08910 -1.69293 -0.72377
O 1.98174 0.58844 0.43212
O -3.31839 -1.64011 0.26473
O 3.68453 -1.13155 -0.30775
O -1.85591 -0.33192 1.75178
O -2.54417 0.32439 -0.86314
S 2.36064 -0.84732 0.42557
S -2.12986 -0.80789 0.02301
H 0.79228 0.23911 -1.25270
H -1.03078 0.17581 1.63109

[3]
8
Properties=species:S:1:pos:R:3 method="wB97M-V/def2-TZVPD" orbital_gap_ev=7.9 energy_ev=-19429.8201 charge=-1 relative_energy_kj_mol=143.1 e_homo_ev=-3.6 lumo_energy_ev=4.24
N -2.03883 0.34129 0.19870
N 1.66993 -0.63292 -0.15835
N -0.79237 0.55278 0.17831
O -0.05962 1.56813 0.14775
O -2.18866 -0.95531 0.09236
S -0.11444 -1.08631 -0.07617
H 1.79435 0.08451 0.61431
H 1.72964 0.12784 -0.99691

[4]
9
Properties=species:S:1:pos:R:3 method="wB97M-V/def2-TZVPD" orbital_gap_ev=8.9 energy_ev=-21480.1712 charge=-1 relative_energy_kj_mol=312.1 e_homo_ev=-5.0 lumo_energy_ev=3.93
N -0.35034 0.22413 -0.07152
N -0.13573 0.09665 1.35373
N 0.83871 -0.49947 1.74397
S 0.89282 -0.79937 3.48424
O 1.99727 -1.77323 3.47051
O 1.22425 0.59348 4.02144
O -0.42169 -1.36635 3.80288
H 0.40380 -0.18633 -0.66728
H -1.17075 0.71731 -0.40644

[5]
7
Properties=species:S:1:pos:R:3 method="wB97M-V/def2-TZVPD" orbital_gap_ev=9.2 energy_ev=-8035.4274 relative_energy_kj_mol=307.5 e_homo_ev=-8.3 lumo_energy_ev=0.90
N -0.82031 3.21743 2.13963
N -0.01574 3.05462 1.38455
N -0.55247 0.47461 0.28144
N -0.06319 1.07920 -0.63005
O 0.78366 2.87276 0.57190
H 0.02843 0.14934 1.08819
H -1.53932 0.54937 0.60967

[6]
10
Properties=species:S:1:pos:R:3 method="wB97M-V/def2-TZVPD" orbital_gap_ev="6.1 / 6.0" energy_ev=-14169.8484 multiplicity=3 s2=2.010 relative_energy_kj_mol=0.0 e_homo_ev="-6.4 / -10.4" lumo_energy_ev="-0.22 / -4.39"
N -1.17443 0.33370 -0.53931
N 0.06888 -0.01939 -0.04765
N 0.98139 1.10276 -0.03025
N 0.21969 -1.22396 0.69183
O 0.57949 2.09227 -0.60256
O 2.00703 1.00048 0.51388
O -0.67227 -2.00258 0.37737
O 1.18258 -1.36051 1.39694
H -1.31498 0.44518 -1.66119
H -1.87738 -0.36794 -0.09905

[7]
6
Properties=species:S:1:pos:R:3 method="wB97M-V/def2-TZVPD" orbital_gap_ev=9.2 energy_ev=-14904.6604 relative_energy_kj_mol=203.1 e_homo_ev=-9.4 lumo_energy_ev=-0.24
N 0.27198 0.02818 -0.34605
O 0.62969 1.01150 0.60678
P 0.50962 2.60105 1.09094
O 1.67475 2.71529 1.92192
H 0.70583 0.26650 -1.24819
H -0.71658 -0.20639 -0.32997

[8]
6
Properties=species:S:1:pos:R:3 method="wB97M-V/def2-TZVPD" orbital_gap_ev="6.4 / 6.4" energy_ev=-16449.9353 charge=-1 relative_energy_kj_mol=339.8 e_homo_ev="-2.3 / -2.3" lumo_energy_ev="4.11 / 4.11"
N -0.56082 0.39088 -0.91356
O -0.77579 1.56205 -0.63613
O -0.89564 -0.67493 -0.31820
S 0.48068 -1.08932 1.78964
H 0.10227 0.22998 -1.74521
H 1.64930 -0.41867 1.82345

[9]
8
Properties=species:S:1:pos:R:3 method="wB97M-V/def2-TZVPD" orbital_gap_ev=5.5 energy_ev=-27789.8558 charge=-2 relative_energy_kj_mol=89.2 e_homo_ev=0.9 lumo_energy_ev=6.38
N -0.24020 0.42891 0.82973
O 2.60032 -0.50980 1.06489
O 1.84328 0.94711 -0.88549
O 1.19097 -1.51173 -0.77795
P 1.54667 -0.21939 0.02707
S -1.43551 -0.55118 -0.05838
H -0.06360 1.34095 0.22432
H 0.04761 -1.29090 -0.65648

[10]
7
Properties=species:S:1:pos:R:3 method="wB97M-V/def2-TZVPD" orbital_gap_ev="9.4 / 5.1" energy_ev=-18498.7538 charge=-1 relative_energy_kj_mol=339.0 e_homo_ev="-5.4 / -2.5" lumo_energy_ev="4.04 / 2.62"
N 2.25786 -0.16403 -0.66082
O -1.60070 0.39594 -1.20502
O -2.31172 -1.16820 0.56933
O -1.22274 0.95274 1.24558
S -1.49490 -0.00289 0.19446
H 2.89206 -0.33635 0.14565
H 1.48014 0.32279 -0.28918

[11]
7
Properties=species:S:1:pos:R:3 method="wB97M-V/def2-TZVPD" orbital_gap_ev=7.7 energy_ev=-18499.5259 charge=-1 relative_energy_kj_mol=264.5 e_homo_ev=-3.6 lumo_energy_ev=4.16
N 0.53342 0.31464 -0.35712
O -1.82647 0.87105 -0.78430
O -1.32862 -1.44855 -0.06118
O 1.72766 -0.07888 0.57562
S -1.17690 -0.00597 0.22342
H 0.62686 1.32292 -0.39132
H 1.44405 -0.97521 0.79488

[12]
7
Properties=species:S:1:pos:R:3 method="wB97M-V/def2-TZVPD" orbital_gap_ev="9.4 / 5.9" energy_ev=-18498.8359 charge=-1 relative_energy_kj_mol=331.1 e_homo_ev="-5.4 / -3.0" lumo_energy_ev="3.98 / 2.93"
N 2.13178 -0.40790 -0.21751
O -1.46891 -1.12893 0.21057
O -1.20561 1.19803 1.21111
O -1.38214 0.79219 -1.24432
S -1.06967 0.27636 0.05894
H 1.49809 0.47268 0.07032
H 1.49646 -1.20243 -0.08911

[13]
8
Properties=species:S:1:pos:R:3 method="wB97M-V/def2-TZVPD" orbital_gap_ev="8.6 / 5.1" energy_ev=-29335.5630 charge=-1 relative_energy_kj_mol=128.8 e_homo_ev="-5.4 / -3.4" lumo_energy_ev="3.21 / 1.67"
N 1.19908 0.39880 -1.85293
O 0.01209 0.15683 1.24872
O -1.60612 0.71052 3.05641
O -1.88829 -1.36311 1.72819
S 0.87948 -0.37109 -3.32661
S -1.34403 -0.00193 1.79843
H 2.16774 0.32926 -1.56217
H 0.58005 0.14071 -1.09004

[14]
8
Properties=species:S:1:pos:R:3 method="wB97M-V/def2-TZVPD" orbital_gap_ev=10.2 energy_ev=-18999.0092 relative_energy_kj_mol=201.3 e_homo_ev=-10.5 lumo_energy_ev=-0.22
N -1.14736 0.21452 0.05926
O -1.10416 -0.19398 1.17193
O -1.91817 0.98305 -0.45864
O 0.75018 -1.52833 -0.30974
O 1.30332 0.78352 0.12260
P 0.28974 -0.22076 -0.96179
H 0.76783 -1.69085 0.57888
H 1.05861 1.65283 -0.20250

[15]
8
Properties=species:S:1:pos:R:3 method="wB97M-V/def2-TZVPD" orbital_gap_ev="9.1 / 7.0" energy_ev=-18996.3530 multiplicity=3 s2=2.008 relative_energy_kj_mol=413.7 e_homo_ev="-8.4 / -9.9" lumo_energy_ev="0.67 / -2.88"
N 1.08315 0.10845 -0.16098
O 1.85800 -0.71055 -0.52263
O 1.66883 1.43141 0.01076
O -0.78838 -1.56744 0.02925
O -1.32650 0.84985 0.23309
P -0.34194 -0.24650 0.78982
H -1.27232 -1.51800 -0.83009
H -0.88085 1.65277 0.45078

[16]
8
Properties=species:S:1:pos:R:3 method="wB97M-V/def2-TZVPD" orbital_gap_ev=9.4 energy_ev=-20547.7376 charge=-1 relative_energy_kj_mol=7.8 e_homo_ev=-5.2 lumo_energy_ev=4.14
O -0.35005 1.60515 0.87999
S 0.53611 0.61654 0.31142
O 1.81060 0.43481 1.02880
O 0.76010 0.82644 -1.11371
N -0.33777 -1.00996 0.45096
O -1.36052 -0.90241 -0.55088
H 0.42652 -1.57792 -0.08330
H -1.48499 0.00735 -0.92328

[17]
9
Properties=species:S:1:pos:R:3 method="wB97M-V/def2-TZVPD" orbital_gap_ev=8.4 energy_ev=-31382.3243 charge=-1 relative_energy_kj_mol=149.4 e_homo_ev=-4.8 lumo_energy_ev=3.54
N -0.76242 -0.01719 0.71491
O 0.78659 -0.32728 -1.20356
O 1.17625 1.49318 0.39942
O 1.66249 -0.77632 1.04872
O -1.08452 -1.34206 0.38363
S -1.44028 1.31977 -0.10637
S 0.95730 0.09340 0.14043
H -0.27334 -1.77269 0.00149
H -1.02208 1.32920 -1.37867

Respective F_max values: 1.6; 2.6; 4.1; 3.8; 2.4; 4.4; 2.6; 4.1; 4.0; 4.2; 2.4; 3.0; 1.6; 4.1; 4.8; 3.4; 4.4 eV Å⁻¹.